(1)
{
  "formula": "C2H6O2",
  "method": "ωB97M-V/def2-TZVPD",
  "symbols": ["C", "C", "O", "H", "H", "H", "H", "H", "H", "O"],
  "xyz": [[-2.157, -0.250, -0.832], [-1.105, -1.127, -0.811], [-0.799, -2.061, 0.207], [-2.544, -0.067, -1.848], [-2.747, 0.300, -0.090], [-0.199, -0.984, -1.444], [-1.377, -2.824, -0.040], [2.518, 2.352, 1.144], [3.156, 3.644, 1.504], [3.375, 2.804, 1.090]],
  "charge": 1,
  "spin_multiplicity": 2,
  "gap_ev": [6.955, 4.308],
  "homo_ev": [-13.802, -13.802]
}

***

(2)
{
  "formula": "C2H6O2S",
  "method": "ωB97M-V/def2-TZVPD",
  "symbols": ["C", "C", "O", "O", "S", "H", "H", "H", "H", "H", "H"],
  "xyz": [[0.634, 0.497, -0.599], [-0.492, -0.391, 0.177], [-1.555, 0.234, 0.762], [-0.889, -1.535, -0.509], [1.360, 1.901, 0.356], [0.226, 0.851, -1.567], [1.579, -0.169, -0.848], [0.272, -0.988, 1.166], [-1.945, -0.569, 1.062], [-1.600, -1.173, -1.029], [2.409, 1.341, 1.028]],
  "gap_ev": 9.881,
  "homo_ev": -9.190
}

***

Here are the calculated energy above the lowest of the compared OMol25 structures with the same formula, charge and spin numbers, same order: 51.1; 43.9 (kcal per mole).